Molecular formula: C6H12N2
Method: DFT, the ωB97M-V functional and the def2-TZVPD basis

Geometry as XYZ:
```
20
Properties=species:S:1:pos:R:3:forces:R:3
C 3.1611 -1.7873 0.4611 -1.2 -0.9 -0.3
C 2.2525 -0.7375 -0.1283 -3.3 -0.7 0.0
H 3.5356 -1.4503 1.4064 0.3 0.0 0.6
H 2.5548 -2.7361 0.6124 1.0 1.1 -0.1
H 3.9953 -1.9901 -0.1902 0.2 -0.2 -0.2
H 1.3670 -1.1361 -0.7175 1.4 -0.2 -0.1
H 1.6247 -0.2360 0.6009 0.3 0.1 1.0
H 2.6103 0.0727 -0.6881 1.3 0.8 -1.0
C -2.2578 -0.8618 -1.2406 0.5 3.6 -0.9
C -1.3773 0.1313 0.9932 1.2 0.4 0.4
C -1.4377 0.1015 -0.4434 0.1 -0.1 -1.5
C -0.0735 1.7183 -0.0020 -1.2 -0.8 0.0
N -0.4963 1.1575 1.2295 -1.4 -0.2 3.2
N -0.6646 1.0836 -1.0183 0.1 -0.4 1.6
H -1.8505 -0.6475 1.7131 1.0 2.0 -1.1
H -0.4345 1.5413 2.2535 0.5 -0.7 -2.8
H -2.4456 -0.3349 -2.2134 0.6 -1.2 0.5
H -3.2018 -0.9200 -0.7985 -1.7 -0.3 1.0
H 0.6127 2.5840 -0.0652 -0.5 -0.8 0.1
H -1.8454 -1.8217 -1.2309 0.8 -1.5 -0.5
```
Positions in Å, forces in eV/Å.

Values from the calculation:
Total charge ... +1
Energy relative to the best compared isomer or geometry (same formula, charge and spin) ... 26.6 kcal/mol
Multiplicity ... 2
Frontier orbital gap (alpha / beta) ... 10.5 / 6.8 eV
Molar mass ... 112.18 g mol⁻¹

Atomic partial charges in e from the Löwdin method, atoms 1 to 6:
1 C -0.140
2 C -0.190
3 H 0.058
4 H 0.096
5 H 0.066
6 H 0.078

---

Molecular formula: C6H12N2O
Method: DFT, the ωB97M-V functional and the def2-TZVPD basis

Geometry as XYZ:
```
21
Properties=species:S:1:pos:R:3:forces:R:3
C -0.4413 0.7963 -2.5025 -0.8 -0.1 -0.2
C 0.1746 1.5636 -0.0865 -1.4 -0.8 -0.9
C 0.3587 1.4638 -1.4510 1.9 0.8 0.0
C 2.1283 2.4600 -0.6638 -0.2 -0.5 1.2
N 1.1984 2.3686 0.4550 -0.5 0.0 -0.6
N 1.5694 2.0021 -1.8005 -0.4 0.1 0.1
H -0.7530 1.2569 0.3848 0.2 0.3 0.6
H 1.4461 2.0632 1.3868 0.7 0.1 0.1
H 0.0521 -0.0975 -2.8976 0.0 -0.1 0.1
H -0.6339 1.4483 -3.3595 0.2 0.1 0.0
H 3.0486 2.9920 -0.5038 0.0 0.2 -0.4
H -1.4361 0.5216 -2.1408 0.1 -0.2 0.1
C -0.5151 -1.8717 1.9585 -1.0 -0.7 0.2
C -0.5489 -2.5637 0.5901 0.8 -0.9 0.6
O -1.9152 -1.6467 2.3130 0.6 0.2 -0.2
H -0.1698 -2.5573 2.7381 0.4 -0.1 -0.2
H 0.0769 -0.9639 2.0292 -0.1 0.2 -0.3
H 0.0511 -3.4824 0.5936 0.2 0.1 0.3
H -1.9698 -0.7829 2.7118 -0.1 0.4 0.2
H -0.1590 -2.0267 -0.2702 -0.6 0.6 0.1
H -1.5625 -2.9439 0.5151 -0.2 0.3 -0.6
```
Positions in Å, forces in eV/Å.

Values from the calculation:
Total charge ... -1
Energy relative to the best compared isomer or geometry (same formula, charge and spin) ... 27.6 kcal/mol
Multiplicity ... 2
Frontier orbital gap (alpha / beta) ... 2.3 / 6.5 eV
Molar mass ... 128.17 g mol⁻¹

Atomic partial charges in e from the Löwdin method, atoms 1 to 6:
1 C -0.102
2 C -0.197
3 C -0.472
4 C -0.319
5 N -0.061
6 N -0.013

---

Molecular formula: C6H12N2O
Method: DFT, the ωB97M-V functional and the def2-TZVPD basis

Geometry as XYZ:
```
21
Properties=species:S:1:pos:R:3:forces:R:3
H 2.0631 -2.4007 -0.0992 0.5 0.6 0.3
N 1.2370 -1.9473 0.2752 -0.9 1.3 0.1
C 0.8088 -0.9657 -0.4419 -2.1 -4.3 -2.0
N 1.3988 -0.6541 -1.6853 -0.2 1.0 0.5
O -0.6785 -0.8962 -0.6314 1.7 0.0 0.2
C -1.4573 -1.9860 -0.1587 0.5 -0.1 0.3
H 1.1212 0.2465 -2.0472 -0.2 0.0 -0.1
H 2.4054 -0.7340 -1.7023 0.0 0.0 0.3
H -1.0666 -2.4329 0.7577 0.2 0.1 -0.1
H -2.4332 -1.5737 0.1022 -0.1 -0.1 -0.4
H -1.4985 -2.7595 -0.9293 -0.3 0.0 0.1
C -2.0836 1.8047 0.2166 -0.7 -0.4 -0.2
C -0.7538 1.2364 0.3245 3.2 0.6 0.8
C 0.4517 1.0237 0.5180 -2.7 2.1 0.3
C 1.7148 1.4696 1.1184 0.4 -0.9 0.0
H -2.0320 2.8962 0.2653 0.2 -0.1 0.0
H -2.7334 1.4772 1.0308 0.0 -0.1 0.0
H -2.5793 1.5413 -0.7189 0.1 0.0 0.0
H 1.5583 2.1758 1.9340 0.0 0.0 -0.1
H 2.1959 0.5743 1.5194 0.4 0.2 0.1
H 2.3613 1.9043 0.3523 0.0 0.0 0.2
```
Positions in Å, forces in eV/Å.

Values from the calculation:
Total charge ... 0
Energy relative to the best compared isomer or geometry (same formula, charge and spin) ... 109.7 kcal/mol
Multiplicity ... 1
Frontier orbital gap ... 9.1 eV
Structure (SMILES) ... [H]/N=C(\N)OC.CC#CC
Molar mass ... 128.17 g mol⁻¹

Atomic partial charges in e from the Löwdin method, atoms 1 to 6:
1 H 0.054
2 N 0.133
3 C -0.526
4 N 0.126
5 O -0.216
6 C -0.103

---

Molecular formula: C6H12N2O
Method: DFT, the ωB97M-V functional and the def2-TZVPD basis

Geometry as XYZ:
```
21
Properties=species:S:1:pos:R:3:forces:R:3
C -1.6883 -1.5180 -0.9008 0.0 -0.1 -0.1
C -1.3844 -0.1573 -0.3125 -0.1 0.0 -0.2
C -0.0175 0.4263 -0.6288 -0.1 0.2 0.0
C 1.1423 -0.3758 -0.0215 -0.3 0.2 0.6
C 2.4439 0.2693 -0.2438 2.4 -0.6 -1.9
N 3.5219 0.4927 -0.6448 -2.4 -0.1 1.1
C -2.5050 0.7941 -0.1149 -0.2 0.2 -0.3
N -1.8786 0.1351 1.0342 0.0 -0.1 0.2
H -2.7291 -1.8039 -0.6961 0.2 0.1 -0.1
H -1.5413 -1.5102 -1.9904 -0.1 0.0 0.3
H -1.0360 -2.2942 -0.4740 -0.1 0.2 -0.1
H 0.1029 0.4803 -1.7210 0.0 0.0 0.2
H 0.0226 1.4544 -0.2447 0.0 -0.3 -0.1
H 0.9985 -0.4832 1.0644 -0.1 0.0 -0.3
H 1.1943 -1.3887 -0.4475 0.1 0.3 0.1
H -2.3291 1.8693 -0.1987 0.0 -0.3 0.1
H -3.5081 0.4684 -0.4016 0.3 0.1 0.0
H -2.4883 -0.6140 1.3613 0.2 0.1 0.0
O 3.8912 1.6133 2.0135 1.3 -0.4 -1.9
H 3.4371 0.8662 2.4166 0.2 -0.1 -0.3
H 4.3510 1.2758 1.1511 -1.5 0.7 2.5
```
Positions in Å, forces in eV/Å.

Values from the calculation:
Total charge ... 0
Energy relative to the best compared isomer or geometry (same formula, charge and spin) ... 40.0 kcal/mol
Multiplicity ... 1
Frontier orbital gap ... 10.5 eV
Structure (SMILES) ... C[C@@]1(CCC#N)CN1.O
Molar mass ... 128.17 g mol⁻¹

Atomic partial charges in e from the Löwdin method, atoms 1 to 6:
1 C -0.029
2 C -0.539
3 C -0.142
4 C -0.165
5 C -0.199
6 N 0.146

---

Molecular formula: C6H12N2O
Method: DFT, the ωB97M-V functional and the def2-TZVPD basis

Geometry as XYZ:
```
21
Properties=species:S:1:pos:R:3:forces:R:3
C -0.6634 0.9929 -3.3043 2.7 0.2 2.0
C -0.0029 0.0414 -2.2996 0.7 0.9 -1.9
C 1.2522 -0.5506 -2.3697 -2.3 -0.5 3.1
N 1.3393 -1.1713 -1.0934 1.2 -1.8 0.1
C 0.1629 -0.9367 -0.3847 2.0 -0.6 -2.1
N -0.5989 -0.1814 -1.1268 -1.5 -0.2 1.7
H 0.2005 1.4473 -3.8290 -0.9 0.6 0.3
H -1.3568 1.6261 -2.7585 0.5 0.6 0.0
H -1.2307 0.5536 -4.0262 -1.5 -1.8 -2.0
H 1.9405 -0.7321 -3.1390 0.8 0.1 -0.7
H 2.0614 -1.9226 -0.8251 -1.6 1.9 -0.6
H -0.0347 -1.4660 0.5409 0.0 0.5 -0.3
C -1.0751 -0.1771 2.5641 -1.3 -3.4 -0.3
C 0.3228 0.3615 2.4695 -0.5 0.6 0.8
O 0.5354 0.7645 3.8212 -0.3 3.0 0.2
H -1.8018 0.6480 2.6346 0.2 -0.4 0.1
H -1.1785 -0.9271 3.4761 0.3 1.9 -1.5
H -1.3804 -0.8677 1.7238 0.0 1.2 0.5
H 1.1437 -0.3099 2.3182 0.1 -0.8 -0.7
H 0.3951 1.2154 1.7505 0.1 -0.7 0.4
H -0.0305 1.5919 3.8573 1.1 -1.4 0.7
```
Positions in Å, forces in eV/Å.

Values from the calculation:
Total charge ... 0
Energy relative to the best compared isomer or geometry (same formula, charge and spin) ... 43.5 kcal/mol
Multiplicity ... 1
Frontier orbital gap ... 9.4 eV
Structure (SMILES) ... Cc1c[nH]cn1.CCO
Molar mass ... 128.17 g mol⁻¹

Atomic partial charges in e from the Löwdin method, atoms 1 to 6:
1 C -0.029
2 C -0.362
3 C -0.034
4 N 0.020
5 C -0.203
6 N 0.080

---

Molecular formula: C6H12N2O
Method: DFT, the ωB97M-V functional and the def2-TZVPD basis

Geometry as XYZ:
```
21
Properties=species:S:1:pos:R:3:forces:R:3
C 0.4455 -1.3860 0.8510 -1.0 -0.5 1.1
C 1.7945 0.9948 -0.7330 -0.3 0.1 0.0
C -1.1578 -0.6910 -1.4884 0.0 0.1 0.0
N 1.3120 0.6075 0.5799 -0.4 0.4 0.5
C -0.0867 0.0512 0.7679 0.5 -0.5 -0.5
C -1.0387 0.3312 -0.3956 0.2 0.2 0.1
N 0.2680 -1.8717 2.0272 0.1 0.4 -1.0
C -1.7190 1.4690 -0.3825 0.0 -0.2 0.0
O -0.5993 0.3526 1.9795 0.2 -1.4 0.7
H 1.3832 1.3525 1.2647 0.1 0.0 -0.1
H 0.8915 -1.8970 0.0048 0.3 0.1 0.2
H 0.7398 -2.7265 2.2908 -0.2 -0.1 0.0
H -0.4529 -0.8550 2.5116 0.6 1.6 -1.0
H 2.7655 1.4757 -0.6214 0.0 0.0 0.0
H 1.9404 0.1154 -1.3619 0.0 -0.1 0.0
H 1.1193 1.6806 -1.2601 0.1 0.0 0.0
H -0.1981 -0.8830 -1.9731 0.0 0.0 0.0
H -1.5139 -1.6424 -1.0848 0.0 0.0 0.0
H -1.8578 -0.3530 -2.2515 0.0 -0.1 0.0
H -1.6208 2.1554 0.4450 0.0 0.1 0.1
H -2.4149 1.7197 -1.1701 0.0 0.0 -0.1
```
Positions in Å, forces in eV/Å.

Values from the calculation:
Total charge ... 0
Energy relative to the best compared isomer or geometry (same formula, charge and spin) ... 64.1 kcal/mol
Multiplicity ... 1
Frontier orbital gap ... 9.5 eV
Molar mass ... 128.17 g mol⁻¹

Atomic partial charges in e from the Löwdin method, atoms 1 to 6:
1 C -0.077
2 C -0.122
3 C -0.058
4 N -0.025
5 C -0.606
6 C -0.293